Here is a structure of composition C32H45BMnN9O2S from the Open Molecules 2025 dataset. Energies are from wB97M-V/def2-TZVPD.

```
! RIJCOSX wB97M-V def2-TZVPD def2/J DEFGRID3
* xyz 1 6
Mn 0.203 2.369 -0.121
C -3.082 1.723 -1.274
C -2.471 0.655 -0.425
C -2.977 -0.601 -0.092
C -2.004 -1.193 0.692
C -2.064 -2.542 1.330
N -0.972 -0.329 0.807
N -1.272 0.813 0.127
B 0.342 -0.415 1.710
N 0.295 0.857 2.621
N 0.292 2.130 2.107
C 0.146 2.960 3.138
C 0.106 4.443 2.958
C 0.056 2.238 4.326
C 0.154 0.908 3.955
C 0.113 -0.308 4.821
N 1.704 -0.446 0.988
N 2.166 1.319 -0.729
C 3.511 0.778 -1.138
C 4.316 1.663 -2.041
C 3.467 -0.744 -1.479
C 2.325 -1.541 0.246
C 2.164 -2.886 0.910
H -3.159 1.404 -2.315
H -2.485 2.634 -1.248
H -4.087 1.973 -0.932
H -3.926 -1.030 -0.371
H -3.034 -2.673 1.811
H -1.290 -2.683 2.079
H -1.972 -3.329 0.582
H 0.212 -1.402 2.380
H 0.841 4.777 2.224
H 0.322 4.946 3.898
H -0.884 4.775 2.634
H -0.054 2.628 5.325
H 0.085 -0.006 5.866
H 0.985 -0.942 4.665
H -0.774 -0.910 4.614
H 4.379 2.672 -1.631
H 3.859 1.716 -3.032
H 5.329 1.273 -2.158
H 4.071 -1.043 -2.334
H 2.585 -3.681 0.293
H 1.129 -3.132 1.151
H 2.709 -2.854 1.856
C 0.041 8.159 -1.268
C -0.161 6.700 -1.669
S -0.607 5.719 -0.237
O -0.304 4.276 -0.651
C -2.397 5.821 -0.244
C -3.068 5.495 -1.572
H 0.251 8.754 -2.156
H 0.874 8.270 -0.576
H -0.850 8.579 -0.799
H 0.756 6.227 -2.019
H -0.924 6.579 -2.435
H -2.634 6.819 0.132
H -2.669 5.108 0.537
H -3.145 6.370 -2.214
H -4.079 5.135 -1.385
H -2.535 4.710 -2.109
C -2.740 -8.694 -0.812
C -1.950 -7.420 -0.961
C -1.842 -6.791 -2.200
C -1.126 -5.619 -2.368
C -0.483 -5.049 -1.276
N 0.251 -3.832 -1.397
C 1.223 -3.670 -2.347
O 1.395 -4.430 -3.278
N 2.064 -2.572 -2.211
C 2.079 -1.408 -1.364
C 3.803 -1.092 -0.007
C 3.857 0.404 0.327
C 2.420 0.719 0.725
N 1.019 0.788 -1.439
C 0.982 -0.453 -1.685
C -0.569 -5.661 -0.037
C -1.305 -6.830 0.118
H -2.346 -9.479 -1.460
H -3.785 -8.544 -1.085
H -2.710 -9.060 0.214
H -2.332 -7.230 -3.061
H -1.053 -5.153 -3.339
H 0.314 -3.266 -0.568
H 2.712 -2.560 -2.983
H 4.597 -1.771 0.291
H 4.668 0.846 0.896
H 2.269 1.495 1.458
H 0.085 -0.816 -2.188
H -0.047 -5.238 0.815
H -1.359 -7.297 1.095
*
```

Output
Total energy (eV): -94249.0892
HOMO level (spin up / spin down) (eV): -10.2 / -10.2
Orbital gap (spin up / spin down) (eV): 8.180 / 8.089
Energy relative to the best compared isomer or geometry (same formula, charge and spin) (kJ/mol): 280.9

Löwdin atomic charge list, values in e, 4 entries:
1 Mn 0.9735
2 C -0.0159
3 C -0.3292
4 C 0.0235

Here is a structure of composition C3H3LaO3 from the Open Molecules 2025 dataset. Energies are from wB97M-V/def2-TZVPD.

```
! RIJCOSX wB97M-V def2-TZVPD def2/J DEFGRID3
* xyz 2 1
C -1.372 -0.155 0.104
O 1.465 0.298 -0.808
C 0.883 -0.757 -0.419
C -1.273 1.159 0.293
O -0.415 -0.946 -0.532
O 1.544 -1.635 0.207
H -2.133 -0.783 0.567
H -0.589 1.794 -0.267
H -1.971 1.627 0.987
La 3.860 -0.603 -0.131
*
```

Output
Total energy (eV): -10141.7605
HOMO level (eV): -15.9
Orbital gap (eV): 4.446
Energy relative to the best compared isomer or geometry (same formula, charge and spin) (kJ/mol): 0.0

Löwdin atomic charge list, values in e, 4 entries:
1 C -0.1139
2 O -0.0854
3 C -0.7447
4 C 0.0840

Here is a cluster of 9 separate species, C8H28O8 in total from the Open Molecules 2025 dataset. Energies are from wB97M-V/def2-TZVPD.

```
! RIJCOSX wB97M-V def2-TZVPD def2/J DEFGRID3
* xyz 0 1
C 0.349 2.191 1.988
C 0.297 1.456 3.090
C -0.136 0.067 3.168
C -1.305 -0.160 2.557
C -2.043 -1.478 2.303
C -1.899 -1.735 0.802
C -2.715 -1.159 -0.051
C -1.128 -2.919 0.347
H 0.196 1.933 0.947
H 0.532 3.251 2.235
H 0.685 1.933 3.995
H 0.480 -0.646 3.673
H -1.938 0.665 2.253
H -3.116 -1.361 2.605
H -1.574 -2.308 2.822
H -3.468 -0.382 0.077
H -2.848 -1.335 -1.134
H -1.084 -3.149 -0.727
H -0.079 -2.770 0.597
H -1.457 -3.906 0.682
O -0.514 0.944 -3.098
H -0.473 0.877 -4.053
H -0.065 0.137 -2.790
O 0.713 -1.178 -1.398
H -0.066 -1.364 -0.863
H 1.580 -1.091 -1.022
O -2.980 1.687 -1.323
H -2.220 1.920 -1.859
H -3.741 1.487 -1.873
O 1.630 -1.742 1.799
H 2.028 -2.150 2.572
H 1.678 -0.790 1.897
O 2.803 1.059 -2.116
H 2.466 0.971 -1.218
H 3.209 1.930 -2.091
O 1.518 -1.008 -3.938
H 1.188 -1.763 -3.437
H 2.140 -0.610 -3.318
O 0.696 2.823 -1.852
H 0.365 1.886 -2.007
H 0.611 3.114 -2.768
O 3.200 1.837 0.581
H 3.567 0.957 0.444
H 2.917 1.878 1.501
*
```

Output
SMILES: C=C/C=C/CC(=C)C.O.O.O.O.O.O.O.O
Total energy (eV): -25127.4484
HOMO level (eV): -8.9
Orbital gap (eV): 9.061
Energy relative to the best compared isomer or geometry (same formula, charge and spin) (kJ/mol): 272.1

Löwdin atomic charge list, values in e, 4 entries:
1 C -0.0016
2 C -0.2161
3 C -0.1399
4 C -0.0827

Here is the ion C9H10NO4 with charge -1 from the Open Molecules 2025 dataset. Energies are from wB97M-V/def2-TZVPD.

```
! RIJCOSX wB97M-V def2-TZVPD def2/J DEFGRID3
* xyz -1 1
O -0.379 -2.364 -3.769
C -1.402 -2.904 -3.597
O -1.859 -3.969 -3.528
O -2.691 -1.878 -3.373
N -2.542 -0.637 -2.989
O -2.885 0.271 -3.797
C -2.108 -0.385 -1.785
C -1.618 -1.473 -0.880
C -1.071 -1.821 0.156
C -0.039 -1.826 1.099
C 1.106 -0.824 0.617
C 0.465 0.563 0.363
C -0.011 0.906 -1.121
C -1.623 0.985 -1.290
H -0.381 -1.446 2.075
H 0.562 -2.679 1.248
H 1.805 -0.686 1.420
H 1.376 -1.256 -0.405
H -0.308 0.737 1.184
H 1.376 1.218 0.632
H 0.235 1.939 -1.330
H 0.312 0.138 -1.740
H -2.074 1.094 -0.288
H -1.715 1.860 -1.937
*
```

Output
SMILES: O=C([O-])O/[N+]([O-])=C1\C#CCCCCC1
Total energy (eV): -19171.0151
HOMO level (eV): -4.3
Orbital gap (eV): 7.630
Energy relative to the best compared isomer or geometry (same formula, charge and spin) (kJ/mol): 535.4

Löwdin atomic charge list, values in e, 4 entries:
1 O 0.0865
2 C -0.7426
3 O 0.0904
4 O -0.0218

It is found that the max |F| values, taken in the order of the records, are 0.015; 0.093; 0.059; 0.090 hartree/bohr.